(1)
C24H28IrN6O2S3Si | the ωB97M-V functional and the def2-TZVPD basis

Values from the calculation:
LUMO level (alpha / beta) (eV): -2.6 / -4.5
F_max (eV/A): 0.6
Total charge: +1
Multiplicity: 5
Orbital gap (alpha / beta) (Eh): 0.2768 / 0.2262
Calculated total energy (hartree): -2998.5449
HOMO energy (alpha / beta) (eV): -10.1132 / -10.6739

XYZ file:
```
65
Properties=species:S:1:pos:R:3:lowdin_spin:R:1
Ir 0.24 0.36 -0.39 2.6447
O 2.67 -2.77 -1.29 0.0086
S 1.48 -2.61 -0.49 0.0202
O 1.66 -2.09 0.84 0.0025
N 0.41 -1.62 -1.25 0.1861
C 0.17 -1.77 -2.63 0.0050
C 0.54 -2.83 -3.43 0.0269
C 0.21 -2.86 -4.80 -0.0018
C -0.51 -1.86 -5.38 0.0209
C -0.92 -0.76 -4.60 0.0010
C -1.68 0.31 -5.11 0.0103
C -2.05 1.34 -4.29 0.0009
C -1.64 1.31 -2.95 0.0192
N -0.93 0.34 -2.44 0.0872
C -0.57 -0.71 -3.23 0.0083
C 0.66 -4.15 -0.35 0.0028
C -0.48 -4.20 0.45 0.0023
C -1.15 -5.41 0.57 -0.0002
C -0.68 -6.54 -0.09 0.0027
C 0.46 -6.47 -0.88 0.0001
C 1.14 -5.27 -1.01 0.0024
H 1.11 -3.64 -3.01 0.0014
H 0.53 -3.71 -5.39 -0.0005
H -0.76 -1.89 -6.43 0.0012
H -1.96 0.30 -6.16 0.0005
H -2.65 2.16 -4.66 0.0002
H -1.91 2.12 -2.29 0.0011
H -0.82 -3.31 0.97 -0.0002
H -2.03 -5.47 1.20 -0.0001
H -1.21 -7.48 0.01 0.0001
H 0.83 -7.36 -1.38 0.0000
H 2.05 -5.20 -1.61 0.0002
N 2.79 0.18 -0.54 0.0941
N 3.45 1.20 -1.23 0.0107
C 2.81 2.32 -1.58 0.0258
N 3.51 3.21 -2.28 0.0122
S 1.20 2.64 -1.15 0.1436
H 3.08 0.15 0.43 0.0002
H 2.99 -0.72 -0.97 0.0000
H 4.40 1.03 -1.53 0.0027
H 4.48 3.08 -2.51 0.0015
H 3.07 4.08 -2.53 0.0022
C -2.28 2.58 5.71 0.0009
Si -0.68 2.61 4.77 0.0038
C 0.36 1.14 5.24 0.0081
C 0.28 4.17 5.12 0.0007
C -1.18 2.70 2.92 0.0222
C -1.94 3.81 2.55 0.0036
C -2.36 4.01 1.25 0.0203
C -2.01 3.07 0.31 0.0155
N -1.29 2.00 0.62 0.1230
C -0.87 1.82 1.88 0.0448
S 0.15 0.38 1.98 0.4023
H -2.09 2.59 6.79 0.0002
H -2.85 1.67 5.48 0.0000
H -2.91 3.44 5.47 0.0000
H 0.60 1.21 6.31 0.0006
H 1.31 1.10 4.69 0.0033
H -0.16 0.19 5.08 0.0018
H 0.53 4.21 6.19 0.0001
H -0.29 5.07 4.88 0.0000
H 1.22 4.20 4.56 0.0000
H -2.22 4.54 3.31 -0.0003
H -2.96 4.87 0.97 0.0015
H -2.33 3.17 -0.72 0.0007
```

=====

(2)
C22H49NO5Si | the ωB97M-V functional and the def2-TZVPD basis

Values from the calculation:
LUMO level (eV): 0.6
F_max (eV/A): 0.3
Structure (SMILES): CNC[SiH3].C1CCOC1.C1CCOC1.C1CCOC1.C1CCOC1.C1CCOC1
Orbital gap (Eh): 0.3217
Calculated total energy (hartree): -1587.9699
HOMO energy (eV): -8.1476

XYZ file:
```
78
Properties=species:S:1:pos:R:3:mulliken_charge:R:1
C 1.24 -0.47 1.70 -0.6702
N 2.62 -0.34 1.23 -0.2955
C 2.89 -1.04 -0.04 0.0953
Si 4.55 -1.91 0.12 0.3302
H 0.95 -1.52 1.66 0.2608
H 0.52 0.11 1.11 0.1212
H 1.18 -0.15 2.74 0.3273
H 2.87 0.63 1.15 0.2314
H 2.09 -1.75 -0.25 -0.3653
H 2.91 -0.36 -0.90 0.3734
H 5.51 -1.01 0.79 -0.1351
H 4.42 -3.14 0.94 -0.1389
H 5.10 -2.27 -1.22 -0.1357
C -1.71 -3.27 -2.27 -0.4069
C -1.80 -4.13 -1.00 -0.6626
C -0.43 -3.90 -0.38 -0.2154
O -0.04 -2.57 -0.75 -0.2130
C -0.92 -2.08 -1.77 -0.4661
H -2.68 -2.99 -2.67 0.2460
H -1.15 -3.80 -3.04 0.2595
H -2.58 -3.75 -0.34 0.2606
H -2.00 -5.18 -1.20 0.3950
H 0.31 -4.61 -0.78 0.3127
H -0.44 -3.98 0.70 -0.0628
H -1.59 -1.32 -1.34 0.2414
H -0.32 -1.60 -2.55 0.3048
C -4.00 0.38 -5.19 -0.5711
C -4.60 1.20 -4.05 -0.5221
C -4.93 0.11 -3.04 -0.4487
O -3.94 -0.91 -3.22 -0.3788
C -3.22 -0.68 -4.43 -0.3282
H -3.37 0.96 -5.86 0.3358
H -4.79 -0.08 -5.78 0.2782
H -3.85 1.89 -3.65 0.2357
H -5.48 1.78 -4.34 0.3455
H -5.92 -0.31 -3.22 0.2617
H -4.88 0.46 -2.00 0.2656
H -2.21 -0.32 -4.18 0.2113
H -3.13 -1.62 -4.97 0.2974
C -0.49 -6.54 4.42 -0.5391
C -1.28 -7.42 3.45 -0.5677
C -2.10 -6.39 2.69 -0.3805
O -1.31 -5.20 2.65 -0.3404
C -0.20 -5.32 3.55 -0.4309
H 0.41 -7.01 4.80 0.3310
H -1.12 -6.26 5.27 0.2696
H -0.60 -7.94 2.77 0.2747
H -1.90 -8.17 3.95 0.3446
H -3.04 -6.17 3.22 0.2651
H -2.34 -6.69 1.67 0.2266
H 0.72 -5.46 2.96 0.2461
H -0.11 -4.40 4.12 0.3177
C 0.54 3.36 0.51 -0.0964
C 0.22 2.98 1.95 -0.4396
C -0.08 4.33 2.57 -0.4403
O -0.65 5.13 1.53 -0.4201
C -0.47 4.48 0.27 -0.6720
H 0.42 2.53 -0.20 0.3625
H 1.56 3.74 0.44 0.0509
H -0.66 2.34 1.99 0.2899
H 1.04 2.46 2.46 0.2565
H 0.84 4.82 2.92 0.2001
H -0.79 4.29 3.40 0.3269
H -1.43 4.09 -0.08 0.3137
H -0.12 5.21 -0.46 0.2987
C 3.88 6.81 -1.04 -0.5628
C 3.07 7.65 -0.05 -0.5995
C 2.59 6.59 0.93 0.1501
O 3.60 5.58 0.96 -0.4281
C 4.53 5.79 -0.11 -0.3952
H 4.61 7.38 -1.61 0.3505
H 3.21 6.31 -1.75 0.2563
H 3.72 8.37 0.45 0.2794
H 2.25 8.19 -0.51 0.3379
H 1.65 6.14 0.59 -0.2443
H 2.44 6.97 1.94 0.2713
H 5.47 6.17 0.30 0.3046
H 4.72 4.83 -0.60 0.2576
```

=====

(3)
C16H21Br3ClN4O2PS | the ωB97M-V functional and the def2-TZVPD basis

Values from the calculation:
LUMO level (eV): -0.7
F_max (eV/A): 3.0
Orbital gap (Eh): 0.3049
Calculated total energy (hartree): -9913.5641
HOMO energy (eV): -9.0246

XYZ file:
```
49
Properties=species:S:1:pos:R:3:mulliken_charge:R:1
C -4.18 -0.75 -1.36 -1.5935
C -2.72 -0.62 -0.98 0.7500
N -1.95 -1.61 -0.86 -0.1362
C -2.14 0.75 -0.71 -1.4958
C -0.67 0.82 -1.02 0.2204
C -0.23 0.71 -2.39 0.8409
P -1.17 0.48 -3.95 -0.0726
O -1.77 -1.03 -3.80 -0.4444
Cl -2.90 1.64 -3.78 -0.2979
C 1.08 0.80 -2.72 -0.7911
C 2.04 0.97 -1.71 0.3158
N 3.37 1.03 -1.87 -0.7141
S 3.96 1.27 -0.41 0.1064
N 2.64 1.27 0.47 -0.6432
C 1.60 1.06 -0.37 1.4448
C 0.23 0.99 0.00 0.1261
C -0.21 1.10 1.44 -1.2784
C 0.75 0.60 2.51 -1.3415
C 1.03 -0.90 2.41 -0.3709
C -0.23 -1.74 2.38 0.0895
N 0.09 -3.20 2.27 -0.3382
C -0.54 -3.74 1.11 0.5738
C 0.33 -3.81 -0.12 -0.9068
O -1.69 -4.11 1.11 -0.6047
H -4.67 -1.33 -0.58 0.3883
H -4.65 0.22 -1.46 0.3981
H -4.26 -1.32 -2.28 0.3651
H -2.44 -2.48 -1.06 0.2076
H -2.68 1.53 -1.23 0.4940
H -2.33 0.92 0.35 0.5052
H -2.60 -1.05 -4.30 0.2929
H 1.40 0.74 -3.75 0.4175
H -1.15 0.59 1.60 0.3602
H -0.40 2.16 1.63 0.3965
H 1.67 1.17 2.58 0.4022
H 0.24 0.75 3.46 0.5496
H 1.69 -1.14 1.57 0.0687
H 1.56 -1.16 3.33 0.3948
H -0.85 -1.46 1.53 -0.2572
H -0.84 -1.56 3.26 0.3143
H -0.32 -3.65 3.07 0.3179
H 0.56 -2.80 -0.46 0.0696
H 1.23 -4.36 0.10 0.4230
H -0.24 -4.31 -0.89 0.3444
C 4.51 5.38 1.07 -0.4176
Br 3.74 3.63 0.67 0.2459
Br 3.25 6.52 1.97 -0.0423
Br 6.15 5.20 2.05 -0.0327
H 4.75 5.86 0.13 0.3557
```

=====

(4)
C4H3NO2 | the ωB97M-V functional and the def2-TZVPD basis

Values from the calculation:
ΔE to the lowest compared entry with this formula, charge and spin (eV): 6.894
LUMO level (eV): -1.4
F_max (eV/A): 8.3
Structure (SMILES): C#C/C(C=O)=N/O
Orbital gap (Eh): 0.2981
Calculated total energy (hartree): -359.2170
HOMO energy (eV): -9.4878

XYZ file:
```
10
Properties=species:S:1:pos:R:3:mulliken_charge:R:1
C 2.28 -1.11 -0.12 -0.0471
C 1.28 -0.35 0.13 -0.2385
C -0.15 0.15 0.34 0.3351
C -0.32 1.52 0.06 -0.0314
O 0.66 2.27 -0.09 -0.4336
N -0.92 -0.97 0.16 -0.2750
O -2.17 -0.48 -0.15 -0.3110
H 3.20 -1.93 -0.19 0.3225
H -1.33 2.18 0.13 0.3138
H -2.54 -1.28 -0.27 0.3651
```

=====

(5)
CH10NO6 | the ωB97M-V functional and the def2-TZVPD basis

Values from the calculation:
ΔE to the lowest compared entry with this formula, charge and spin (eV): 0.699
LUMO level (eV): 3.7
F_max (eV/A): 1.4
Total charge: -1
Orbital gap (Eh): 0.3383
Calculated total energy (hartree): -550.4179
HOMO energy (eV): -5.4630

XYZ file:
```
18
Properties=species:S:1:pos:R:3:mulliken_charge:R:1
N -0.96 -0.74 -1.76 -0.4884
C -0.18 -1.40 -0.78 0.7056
O 1.07 -1.43 -0.95 -0.8523
O -0.79 -1.86 0.22 -0.7608
H -0.53 -0.68 -2.68 0.2157
H -1.88 -1.13 -1.89 0.2048
H -1.74 0.27 1.06 0.3378
H -1.22 0.79 -0.31 0.3925
O -1.61 1.06 0.54 -0.6801
H 0.03 -1.06 1.63 0.2963
H 0.89 -0.23 2.40 0.3475
O 0.19 -0.87 2.59 -0.6825
H -0.01 2.28 -0.73 0.3213
H -0.63 3.54 -0.25 0.3155
O -0.38 3.11 -1.07 -0.6569
H 2.05 -0.42 0.10 0.3557
H 2.93 -1.06 1.10 0.3269
O 2.74 -0.18 0.75 -0.6985
```

=====

(6)
CH3N3O4 | the ωB97M-V functional and the def2-TZVPD basis

Values from the calculation:
ΔE to the lowest compared entry with this formula, charge and spin (eV): 4.396
LUMO level (eV): -0.7
F_max (eV/A): 4.1
Structure (SMILES): CO/[N+]([O-])=N/[N+](=O)[O-]
Orbital gap (Eh): 0.3806
Calculated total energy (hartree): -504.8342
HOMO energy (eV): -11.0722

XYZ file:
```
11
Properties=species:S:1:pos:R:3:mulliken_charge:R:1
C 2.02 -0.02 -0.10 -0.4717
O 1.03 0.99 -0.09 -0.2911
N -0.35 0.75 -0.09 1.1536
O -1.00 1.79 -0.13 -0.5632
N -0.81 -0.47 -0.09 -0.5826
N -2.20 -0.72 0.13 1.0046
O -2.69 -0.19 1.07 -0.5113
O -2.68 -1.51 -0.62 -0.5258
H 1.83 -0.74 -0.97 0.2292
H 2.78 0.67 -0.03 0.3172
H 2.05 -0.55 0.92 0.2412
```